Entry 1:
DFT (ωB97M-V/def2-TZVPD) results for a molecular structure, C4H12NO2.

Last column: Löwdin charge in e.
Cartesian coordinates (Å):
1 C -0.77839 0.40335 1.66080  -0.10
2 C -1.31160 -0.82847 0.92715  -0.38
3 N -1.84358 -0.66139 -0.41292  -0.02
4 C -0.37451 0.04483 -1.21075  -0.10
5 C 0.91041 -0.78728 -0.98867  -0.34
6 O 1.75062 -0.31995 -0.00626  -0.16
7 H 0.09761 0.81407 1.16561  0.04
8 H -1.51205 1.16868 1.73680  0.06
9 H -0.38952 0.03859 2.60914  0.07
10 H -2.12441 -1.28431 1.49338  0.09
11 H -0.52522 -1.59814 0.99579  0.09
12 H -1.29712 -0.92163 -1.20360  -0.06
13 H -0.55870 0.05183 -2.29015  0.11
14 H -0.24758 1.00779 -0.76593  0.07
15 H 1.42350 -0.71969 -1.96991  0.11
16 H 0.66964 -1.83818 -0.78914  0.11
17 H 2.19035 2.60080 0.07718  -0.11
18 H 1.91711 0.68251 -0.26058  0.01
19 O 2.00343 2.14659 -0.76796  -0.49

Cartesian forces (eV/Å) of the 6 atoms listed first:
0.627 -0.913 -0.528
0.365 -1.128 0.073
0.663 2.909 0.530
0.751 0.667 0.557
-0.115 0.264 -0.611
0.077 0.190 0.408

Values from the calculation:
- Net charge: -1
- Relative energy (zero: lowest compared OMol25 entry of this formula, charge and spin): 86.9 kcal per mole
- Gap between HOMO and LUMO: 0.290 Ha
- Molecular weight: 106.145 g/mol

Entry 2:
DFT (ωB97M-V/def2-TZVPD) results for 2 unconnected molecules or ions with the total composition C4H12NO2.

Last column: Löwdin charge in e.
Cartesian coordinates (Å):
1 O -0.60033 -1.36728 2.53541  -0.19
2 C 0.22855 -1.91733 1.79796  -0.41
3 C 0.43631 -1.24811 0.36134  -0.18
4 N -0.25540 0.02306 0.41961  -0.01
5 C -1.30601 0.23951 -0.66761  -0.17
6 C -0.73522 0.69594 -1.98654  -0.10
7 H 0.84717 -2.73043 2.16759  0.06
8 H 1.46754 -1.16597 -0.04197  0.11
9 H -0.17446 -1.87198 -0.32952  0.09
10 H 0.42795 0.71395 0.38387  0.05
11 H -0.71474 0.07117 1.32535  0.13
12 H -2.14885 0.81909 -0.23552  0.13
13 H -1.67673 -0.88899 -0.84352  0.16
14 H 0.21917 0.24512 -2.18456  0.07
15 H -0.67340 1.77744 -1.96449  0.07
16 H -1.40433 0.57547 -2.91097  0.11
17 H 2.37279 2.36163 1.39659  0.13
18 H 2.06480 1.66157 -0.00002  0.04
19 O 1.62519 2.00614 0.77698  -0.08

Cartesian forces (eV/Å) of the 6 atoms listed first:
-2.632 1.950 1.744
2.437 -0.482 -2.351
-0.194 -2.997 0.757
-1.785 0.025 -2.111
-1.138 -3.706 0.222
-1.402 1.226 -1.027

Values from the calculation:
- Multiplicity: 2
- Net charge: 0
- Relative energy (zero: lowest compared OMol25 entry of this formula, charge and spin): 45.1 kcal per mole
- <S²>: 0.754
- Gap between HOMO and LUMO (spin up / spin down): 0.140 / 0.288 Ha
- Molecular weight: 106.145 g/mol

Entry 3:
DFT (ωB97M-V/def2-TZVPD) results for 2 unconnected molecules or ions with the total composition C4H12NO2.

Last column: Löwdin charge in e.
Cartesian coordinates (Å):
1 O -1.33606 1.57682 -1.59947  0.07
2 C -0.44718 2.15227 -0.97001  -0.18
3 C 0.98622 1.64182 -0.78058  -0.09
4 N 1.15808 0.46412 -1.67751  0.16
5 H -0.61284 3.13402 -0.46635  0.15
6 H 1.68778 2.39166 -1.10981  0.13
7 H 1.20227 1.40690 0.26212  0.13
8 H 0.74728 0.64737 -2.62129  0.19
9 H 2.12372 0.14763 -1.74476  0.17
10 H 0.55258 -0.30725 -1.29537  0.09
11 C -0.02736 -1.45785 1.09391  -0.24
12 O -0.41033 -0.96993 -0.23973  -0.11
13 C -1.18061 -1.80964 2.02214  -0.07
14 H 0.60359 -2.30181 0.90915  0.11
15 H 0.59869 -0.62258 1.54812  0.12
16 H -1.25074 -0.52997 -0.18642  0.08
17 H -1.94321 -2.48540 1.58256  0.10
18 H -0.73772 -2.18841 2.92067  0.08
19 H -1.71416 -0.88978 2.35262  0.09

Cartesian forces (eV/Å) of the 6 atoms listed first:
2.481 0.980 1.290
-1.538 -0.163 -0.379
-0.660 -0.266 -1.087
-0.389 -0.011 -0.773
-0.157 -0.436 -0.259
0.142 0.508 0.030

Values from the calculation:
- Net charge: +1
- Relative energy (zero: lowest compared OMol25 entry of this formula, charge and spin): 40.6 kcal per mole
- Gap between HOMO and LUMO: 0.415 Ha
- Molecular weight: 106.145 g/mol

Entry 4:
DFT (ωB97M-V/def2-TZVPD) results for 3 unconnected molecules or ions with the total composition C4H12NO2.

Last column: Löwdin charge in e.
Cartesian coordinates (Å):
1 C 0.14582 2.88426 0.59593  -0.05
2 C -0.38510 1.58809 0.05897  -0.27
3 C -1.25868 1.43478 -0.98346  0.14
4 C 1.08403 0.47532 1.77542  0.24
5 N 0.40538 0.40308 0.57282  0.07
6 H 1.07724 3.13251 0.17420  0.08
7 H -0.37794 3.80560 0.42054  0.10
8 H 0.21077 2.81748 1.68377  0.09
9 H -1.73302 0.47600 -1.28713  0.09
10 H -1.94991 2.22734 -1.14674  0.07
11 H 0.79146 -0.20557 2.47084  0.09
12 H 1.74543 1.30109 1.70230  0.10
13 H 0.44634 -0.56293 0.10174  0.14
14 H -0.92948 -4.92564 -0.00332  0.09
15 H 0.32374 -4.50767 -0.78927  0.05
16 O -0.63218 -4.34385 -0.76456  -0.08
17 H 1.06312 -1.68422 -1.87836  0.07
18 H -0.32635 -2.52947 -1.40423  0.04
19 O 0.29934 -1.78618 -1.29946  -0.06

Cartesian forces (eV/Å) of the 6 atoms listed first:
-0.931 -0.380 1.004
1.467 -0.623 -2.583
-0.284 -1.563 2.700
-1.936 1.936 -6.631
0.351 -0.103 2.255
1.653 -0.200 -0.337

Values from the calculation:
- Net charge: +1
- Relative energy (zero: lowest compared OMol25 entry of this formula, charge and spin): 104.3 kcal per mole
- Gap between HOMO and LUMO: 0.285 Ha
- Molecular weight: 106.145 g/mol

Q: Among the records above, which one has the lowest net charge?
A: number 1

Q: Among the records above, which one has the lowest relative energy (zero: lowest compared OMol25 entry of this formula, charge and spin)?
A: number 3

Q: Look up the relative energy (zero: lowest compared OMol25 entry of this formula, charge and spin) of the first one.
A: 86.9 kcal per mole

Q: The lowest relative energy (zero: lowest compared OMol25 entry of this formula, charge and spin) belongs to which entry?
A: number 3